Computed, not measured: a molecular structure, C24H24ClNPTl in a non-equilibrium geometry, with the ωB97M-V functional and the def2-TZVPD basis.

XYZ file:
```
52
Properties=species:S:1:pos:R:3:forces:R:3:lowdin_charge:R:1
Tl 0.139 0.000 1.185 2.119 -0.727 -0.564 0.64
Cl 2.393 -0.455 1.422 1.727 -0.175 0.146 0.14
P -0.147 0.015 -1.440 0.922 -0.018 1.129 0.99
C -0.826 1.585 -1.920 -0.482 0.488 0.647 -0.37
C -2.048 1.605 -2.608 0.165 -0.319 -0.396 -0.07
C -2.501 2.799 -3.154 -0.012 0.144 0.164 -0.04
C -1.789 3.979 -2.914 -0.213 0.083 -0.162 -0.02
C -0.638 3.992 -2.111 -0.023 -0.172 0.076 -0.04
C -0.173 2.799 -1.568 0.246 -0.353 -0.326 -0.10
C 1.538 -0.176 -1.987 0.028 -0.112 0.477 -0.38
C 2.228 -1.375 -1.669 -0.314 0.636 -0.242 -0.13
C 3.503 -1.547 -2.178 0.023 -0.048 0.007 -0.05
C 4.081 -0.531 -2.956 0.153 0.022 -0.185 -0.02
C 3.419 0.677 -3.193 0.170 0.072 -0.058 -0.04
C 2.147 0.876 -2.674 -0.041 -0.267 -0.291 -0.07
C -1.122 -1.368 -1.952 -0.186 -0.075 0.098 -0.38
C -1.700 -2.325 -1.092 0.123 0.601 -0.198 -0.08
C -2.500 -3.306 -1.662 -0.085 -0.232 -0.043 -0.05
C -2.687 -3.323 -3.053 -0.072 -0.130 -0.309 -0.03
C -2.091 -2.381 -3.902 0.250 0.253 0.375 -0.03
C -1.284 -1.389 -3.344 -0.440 -0.342 0.028 -0.09
H 1.783 -2.118 -0.996 0.109 0.180 -0.528 0.10
H 4.033 -2.484 -1.970 -0.102 0.528 -0.145 0.13
H 5.072 -0.686 -3.392 -0.336 0.042 0.207 0.13
H 3.852 1.481 -3.802 0.051 -0.527 0.334 0.13
H 1.620 1.816 -2.853 0.233 -0.444 -0.074 0.10
H -2.605 0.671 -2.790 0.365 0.627 0.086 0.12
H -3.401 2.770 -3.776 0.344 0.275 0.330 0.13
H -2.154 4.912 -3.350 0.201 -0.304 0.131 0.13
H -0.079 4.918 -1.941 -0.406 -0.369 0.005 0.13
H 0.746 2.792 -0.947 -0.627 -0.009 -0.483 0.12
H -1.543 -2.275 0.007 -0.118 -0.121 -0.816 0.09
H -2.987 -4.061 -1.029 0.277 0.386 -0.406 0.13
H -3.313 -4.098 -3.505 0.187 0.260 0.265 0.13
H -2.236 -2.368 -4.983 -0.104 -0.300 0.343 0.13
H -0.833 -0.601 -3.963 -0.150 -0.537 0.193 0.13
H -1.687 0.819 1.158 -2.134 -1.585 0.347 0.08
H -1.871 0.010 1.205 -1.125 2.420 0.115 0.07
C 0.599 -0.201 7.676 -0.138 -0.086 -0.411 -0.02
C 0.442 -0.149 6.191 0.073 0.058 0.401 -0.21
C 1.209 0.800 5.476 -0.502 -0.506 -0.477 0.03
C 1.038 0.828 4.114 0.300 -0.144 -0.406 -0.14
N 0.210 -0.041 3.508 -0.745 0.621 -1.231 -0.13
C -0.537 -0.921 4.168 -0.300 -0.193 0.268 -0.12
C -0.461 -1.027 5.548 0.557 0.637 -0.570 0.03
H 1.636 -0.429 7.921 -0.044 -0.073 0.154 0.11
H 0.358 0.777 8.093 -0.043 -0.083 0.169 0.10
H -0.071 -0.966 8.048 0.078 0.007 0.509 0.09
H 1.931 1.484 5.929 -0.422 -0.341 0.121 0.14
H 1.588 1.482 3.427 -0.118 -0.172 0.587 0.10
H -1.204 -1.521 3.533 0.217 0.044 0.604 0.12
H -1.079 -1.764 6.068 0.366 0.379 0.005 0.14
```
Forces are in eV/Å.

Output
Spin multiplicity: 1
Frontier orbital gap: 7.03 eV
Charge: +2
HOMO: -14.704 eV
LUMO energy: -7.7 eV

=====

Computed, not measured: a molecular structure, C20H18BaN2O8 in a non-equilibrium geometry, with the ωB97M-V functional and the def2-TZVPD basis.

XYZ file:
```
49
Properties=species:S:1:pos:R:3:forces:R:3:lowdin_charge:R:1
Ba -1.009 -0.627 -1.250 0.225 -0.250 0.133 2.00
C -5.313 0.950 0.460 4.858 -1.617 -3.742 -0.04
C -4.048 0.280 0.110 -1.899 1.238 2.031 -0.35
C -3.288 -0.503 1.303 -3.032 -0.102 2.066 -0.35
O -2.179 -1.000 1.052 0.634 -0.083 -0.364 -0.27
C -4.021 -0.654 2.598 3.744 -0.105 -4.302 -0.02
C -5.238 -0.074 2.762 -2.230 -0.158 3.906 -0.40
C -5.878 0.735 1.645 -5.938 2.326 3.079 -0.38
O -7.051 1.323 1.833 3.141 -1.983 0.323 -0.11
O -5.787 -0.221 3.922 0.133 0.831 -2.592 -0.08
O -3.484 0.341 -1.006 0.512 -0.208 -0.264 -0.26
H -5.843 1.521 -0.287 0.050 -0.005 -0.083 0.10
H -3.579 -1.233 3.396 0.085 0.029 -0.015 0.09
C 3.323 -0.947 -3.376 -4.116 0.254 1.776 -0.04
C 1.939 -0.979 -2.992 1.945 -2.560 -2.370 -0.40
C 1.029 -2.265 -3.498 4.364 -0.412 -3.102 -0.38
O -0.092 -2.350 -3.070 -3.531 0.298 1.864 -0.21
C 1.579 -3.198 -4.494 -2.493 3.344 2.802 -0.03
C 2.894 -3.063 -4.805 3.088 -4.049 -1.758 -0.38
C 3.783 -1.916 -4.236 4.632 0.067 -1.198 -0.36
O 5.043 -1.807 -4.520 -2.763 -1.288 -0.228 -0.09
O 3.432 -4.072 -5.440 -0.254 3.117 1.020 -0.11
O 1.334 -0.125 -2.360 -1.334 1.567 1.495 -0.25
H 3.939 -0.164 -2.958 0.220 -0.007 -0.327 0.09
H 0.927 -3.944 -4.924 0.197 -0.199 0.134 0.10
C 4.628 0.030 -0.060 -0.516 -0.102 0.222 -0.11
C 4.495 -1.175 0.905 0.058 0.340 -0.736 -0.23
C 3.672 -2.418 0.388 -0.075 0.839 0.047 -0.14
C 2.204 -2.221 0.292 0.316 0.385 0.176 -0.18
N 1.061 -2.093 0.300 0.406 -0.032 -0.178 0.11
H 5.390 -0.075 -0.833 -0.274 -0.438 -0.152 0.07
H 4.947 0.899 0.516 -0.071 0.058 0.187 0.06
H 3.661 0.273 -0.500 0.062 0.052 -0.246 0.06
H 4.099 -0.762 1.833 -0.200 -0.445 0.111 0.10
H 5.536 -1.450 1.077 -0.151 -0.650 0.340 0.09
H 3.761 -3.285 1.043 0.360 0.044 0.094 0.11
H 4.029 -2.698 -0.603 -0.011 -0.025 -0.077 0.12
C -2.229 2.945 3.380 -0.495 -0.468 -0.156 -0.11
C -2.351 3.681 2.079 -0.273 -0.016 0.512 -0.27
C -1.015 3.688 1.348 -0.386 1.086 -0.122 -0.19
C -0.435 2.400 0.987 0.791 -2.334 -0.958 -0.17
N 0.029 1.371 0.676 -1.107 2.539 0.733 0.10
H -1.408 3.414 3.922 0.050 -0.417 0.402 0.07
H -2.077 1.891 3.147 0.322 -0.132 0.467 0.07
H -3.164 3.008 3.938 0.128 0.016 0.166 0.08
H -2.590 4.706 2.362 0.010 0.294 -0.526 0.11
H -3.176 3.294 1.480 0.131 -0.086 -0.174 0.11
H -0.296 4.228 1.964 0.202 -0.142 0.118 0.12
H -1.185 4.342 0.493 0.484 -0.409 -0.533 0.12
```
Forces are in eV/Å.

Output
Spin multiplicity: 1
Frontier orbital gap: 5.80 eV
Charge: -2
HOMO: -2.059 eV
LUMO energy: 3.7 eV

=====

Computed, not measured: 6 unconnected molecules or ions with the total composition C32H32F40I2NO6 in a non-equilibrium geometry, with the ωB97M-V functional and the def2-TZVPD basis.

XYZ file:
```
113
Properties=species:S:1:pos:R:3:forces:R:3:lowdin_charge:R:1
C -2.240 -3.665 3.689 0.614 0.802 -1.160 -0.20
C -1.404 -3.602 2.242 1.689 -3.777 -0.277 -0.69
I -1.543 -1.704 1.146 0.218 -1.623 0.832 0.93
C -0.618 -4.775 1.736 -1.829 4.117 0.660 -0.59
I -0.703 -6.583 3.043 0.325 1.424 -1.521 0.82
C 0.221 -4.783 0.328 -0.165 -0.891 0.043 -0.30
C -0.546 -5.799 -0.751 -1.639 1.896 0.080 -0.07
N 0.429 -6.754 -1.440 -0.609 0.543 -0.773 0.02
C 1.609 -5.942 -1.992 1.621 0.181 -0.759 -0.09
C 2.303 -5.031 -0.814 0.863 -0.127 -0.075 -0.13
O 1.626 -5.274 0.498 -1.170 1.040 -2.383 -0.17
H -1.424 -3.782 4.520 -1.736 -0.087 -1.502 0.08
H -2.991 -4.559 3.602 1.531 1.751 0.479 0.06
H -2.809 -2.637 3.887 1.255 -2.403 -0.663 0.08
H 0.307 -3.746 -0.208 -0.553 -1.671 1.510 0.11
H -0.971 -5.104 -1.622 0.888 -1.626 1.845 0.16
H -1.473 -6.339 -0.269 2.170 0.711 -0.964 0.13
H 0.721 -7.542 -0.822 -0.131 0.830 -0.445 0.20
H -0.065 -7.141 -2.298 0.683 0.195 1.493 0.20
H 2.406 -6.719 -2.414 -1.837 1.763 0.801 0.15
H 1.190 -5.267 -2.870 0.828 -1.540 1.882 0.16
H 2.280 -3.900 -1.141 -0.221 -2.129 0.828 0.15
H 3.456 -5.319 -0.723 -2.818 0.472 0.069 0.15
C -2.211 4.142 3.055 -0.660 0.798 0.527 -0.05
C -2.325 3.326 1.759 0.110 1.112 -0.455 -0.42
C -1.841 1.886 1.866 0.258 -0.626 -0.079 -0.33
F -0.524 1.814 2.169 -0.491 -0.136 -0.354 0.07
F -1.994 1.239 0.680 -0.206 0.187 -0.274 -0.02
F -1.687 3.987 0.755 -0.028 -0.486 0.321 0.13
F -3.650 3.308 1.407 0.303 -0.458 0.329 0.11
O -1.069 4.995 3.150 1.289 -1.400 0.086 0.02
C 0.108 4.386 3.679 -1.830 0.378 0.726 -0.47
C 1.283 4.425 2.696 0.723 0.013 -0.765 -0.27
F 0.999 3.740 1.559 -0.133 0.272 0.503 0.09
F 2.390 3.845 3.231 -0.483 0.113 0.287 0.10
F -0.182 3.132 4.101 0.699 0.543 0.114 0.12
F 0.417 5.095 4.798 0.310 -0.154 -0.621 0.14
H -3.065 4.831 3.065 0.238 -0.085 -0.265 0.15
H -2.347 3.529 3.954 0.199 -0.049 -0.344 0.15
H -2.404 1.332 2.620 -0.089 0.109 0.082 0.16
H 1.532 5.453 2.418 -0.174 -0.035 0.190 0.16
C 2.594 7.356 -2.573 0.266 -0.103 -1.103 -0.05
C 2.042 6.434 -1.475 0.947 -0.428 -0.220 -0.43
C 1.059 7.097 -0.519 -0.674 0.000 0.569 -0.28
F 1.630 8.108 0.177 -0.227 -0.423 0.051 0.08
F 0.612 6.205 0.404 0.083 -0.098 -0.224 0.08
F 3.079 5.867 -0.802 -0.403 0.278 0.075 0.13
F 1.398 5.399 -2.102 -0.250 0.509 0.214 0.10
O 3.888 7.909 -2.323 -0.567 1.065 1.510 0.03
C 3.899 9.130 -1.585 -0.727 -0.471 -1.954 -0.48
C 4.685 9.018 -0.274 0.456 -0.088 0.857 -0.26
F 4.131 8.096 0.557 0.116 0.156 -0.456 0.08
F 4.685 10.197 0.402 -0.175 -0.150 -0.551 0.10
F 2.628 9.559 -1.400 0.829 0.358 0.144 0.12
F 4.488 10.046 -2.400 0.081 -0.324 0.733 0.14
H 2.735 6.730 -3.462 0.086 -0.044 0.354 0.15
H 1.871 8.118 -2.888 0.106 -0.154 0.366 0.15
H 0.188 7.486 -1.051 0.040 -0.004 -0.146 0.18
H 5.722 8.725 -0.458 -0.114 0.044 -0.223 0.18
C 6.292 -5.449 -6.584 0.656 0.828 -0.501 -0.05
C 6.046 -6.888 -7.064 1.116 -0.135 0.213 -0.43
C 4.595 -7.347 -6.985 -0.615 -0.910 -0.518 -0.29
F 4.133 -7.355 -5.714 0.018 -0.192 -0.195 0.07
F 4.471 -8.621 -7.444 0.274 0.320 -0.007 0.10
F 6.868 -7.733 -6.386 -0.530 0.173 -0.070 0.13
F 6.446 -6.952 -8.373 -0.621 0.149 0.331 0.11
O 6.782 -5.318 -5.248 -1.751 -0.673 1.168 0.04
C 5.781 -5.261 -4.233 0.913 1.296 -1.895 -0.48
C 5.915 -6.395 -3.211 0.585 -0.977 0.020 -0.25
F 5.766 -7.610 -3.799 0.092 0.675 0.170 0.10
F 4.954 -6.310 -2.253 -0.242 0.371 -0.079 0.07
F 4.555 -5.213 -4.807 0.108 0.128 0.926 0.11
F 5.952 -4.061 -3.616 -0.101 -0.731 0.271 0.14
H 7.100 -5.048 -7.209 -0.047 -0.310 0.198 0.16
H 5.441 -4.786 -6.782 0.054 -0.371 0.129 0.15
H 3.944 -6.713 -7.591 0.103 0.142 -0.030 0.17
H 6.893 -6.374 -2.722 -0.056 0.215 -0.121 0.18
C -4.362 -7.946 1.173 0.821 -0.033 0.734 -0.07
C -4.601 -8.274 -0.308 -0.214 -1.196 0.601 -0.43
C -5.704 -7.460 -0.972 -0.840 0.176 -0.891 -0.29
F -6.911 -7.678 -0.402 0.553 0.026 -0.411 0.09
F -5.833 -7.806 -2.281 0.390 -0.058 0.200 0.09
F -4.827 -9.609 -0.440 -0.065 0.652 -0.065 0.13
F -3.427 -8.029 -0.972 0.012 0.484 -0.132 0.08
O -4.977 -8.831 2.111 -1.594 0.576 -0.576 0.03
C -6.318 -8.503 2.473 1.618 0.980 0.393 -0.47
C -7.309 -9.622 2.133 -0.754 -0.752 -0.361 -0.26
F -7.342 -9.864 0.797 0.297 0.152 0.488 0.09
F -8.575 -9.284 2.496 0.614 0.260 0.124 0.10
F -6.658 -7.315 1.920 -0.313 -0.540 0.624 0.12
F -6.296 -8.298 3.817 -0.314 -0.429 -0.568 0.14
H -3.286 -8.071 1.349 -0.209 -0.212 -0.117 0.11
H -4.555 -6.892 1.409 -0.209 -0.244 -0.233 0.14
H -5.486 -6.390 -0.934 0.124 0.045 0.129 0.17
H -7.041 -10.554 2.638 0.158 0.183 0.095 0.18
C -0.379 9.775 2.621 0.971 0.266 -0.553 -0.06
C -0.757 9.918 4.103 -0.005 1.050 -0.271 -0.43
C -1.522 8.735 4.683 -0.392 -0.451 0.906 -0.29
F -2.713 8.549 4.070 0.249 0.073 0.347 0.08
F -1.799 8.943 5.998 0.262 0.178 -0.181 0.09
F -1.440 11.082 4.281 -0.004 -0.527 0.009 0.13
F 0.410 10.062 4.807 -0.298 -0.526 -0.136 0.11
O -1.240 10.440 1.695 -1.645 -1.150 0.240 0.03
C -2.371 9.685 1.261 2.149 -0.142 0.021 -0.48
C -3.700 10.368 1.603 -0.819 0.473 0.456 -0.26
F -3.852 10.509 2.946 0.308 -0.022 -0.555 0.09
F -4.757 9.630 1.171 0.537 -0.090 -0.151 0.09
F -2.287 8.424 1.748 -0.534 0.375 -0.679 0.12
F -2.242 9.575 -0.088 -0.473 0.197 0.339 0.13
H 0.589 10.277 2.498 -0.305 0.088 0.150 0.15
H -0.184 8.735 2.333 -0.270 0.172 0.229 0.13
H -0.942 7.813 4.610 0.134 0.017 -0.126 0.16
H -3.763 11.361 1.150 0.213 -0.113 -0.091 0.18
```
Forces are in eV/Å.

Output
Spin multiplicity: 1
Frontier orbital gap: 8.44 eV
Charge: +1
HOMO: -11.622 eV
LUMO energy: -3.2 eV